Entry from the Open Molecules 2025 dataset: a 2-piece molecular cluster, C5H8N2O2 overall at a distorted geometry (the ωB97M-V functional and the def2-TZVPD basis).

XYZ file:
```
17
C5H8N2O2 | the Open Molecules 2025 dataset | the ωB97M-V functional and the def2-TZVPD basis
N 0.344 1.244 -0.478
C 0.063 0.303 0.588
C 0.505 0.822 1.903
N 1.205 0.790 2.841
C -1.450 -0.041 0.580
O -2.195 1.143 0.589
C -1.752 -0.900 -0.589
C -1.724 -1.717 -1.484
H 0.921 2.040 -0.228
H 0.857 0.762 -1.218
H 0.574 -0.674 0.501
H -1.685 -0.605 1.493
H -1.764 1.750 -0.034
H -1.690 -2.546 -2.169
O 2.778 -0.570 -1.027
H 2.029 -1.134 -1.255
H 2.983 -0.668 -0.013
```

Its SMILES is C#C[C@H](O)[C@@H](N)C#N.O. The value obtained for the molar mass is 128.1 g mol⁻¹. The total energy is -455.20522 hartree. Its net charge is 0. The energy above the lowest of the compared OMol25 structures with the same formula, charge and spin is 96.2 kcal per mole. The calculation puts the highest occupied orbital energy at -0.3849 hartree.